Computed, not measured: a molecular structure, C55H51AsN4O8RbSSb2 at a distorted geometry, with ωB97M-V with the def2-TZVPD basis set.

As for the LUMO energy: 0.054 Ha. As for the spin multiplicity: 1. The value obtained for the calculated total energy is -6085.7390 hartree. As for the HOMO energy: -4.07 eV. Its gap between HOMO and LUMO is 5.529 eV. The total charge is -1.

Geometry as XYZ:
```
123
C55H51AsN4O8RbSSb2 | the Open Molecules 2025 dataset | ωB97M-V with the def2-TZVPD basis set
Sb -1.9855 2.3855 1.9912
Sb 2.3758 -0.4476 2.4373
Rb -0.5300 -0.4250 0.4523
As -1.7593 -2.9087 -0.8924
S -2.9715 -2.3008 2.0575
O -2.2169 1.7054 -1.2302
O 5.7030 -2.3554 -4.8494
O 3.2174 1.5703 -4.3850
O 1.3593 -0.0603 -1.0065
O 5.7831 -3.7922 -3.2426
O 1.0474 -2.3242 0.2632
O 2.9890 -3.1472 0.6645
O 1.5150 1.7479 -3.1023
N 2.4796 1.1377 -3.5077
N 5.3222 -2.7928 -3.7742
N -2.2831 1.4594 -3.4723
N 2.2077 -2.5395 -0.0473
C 3.7141 -0.1125 4.1007
C -4.2911 -1.8247 -1.6593
C 4.9446 -0.0664 0.7936
C -5.4382 -1.6227 -2.4193
C 5.4703 1.6465 -0.8177
C -3.6848 4.9661 2.4835
C 4.2549 -2.0813 -3.0762
C 1.2596 1.3310 2.9562
C 5.3105 0.3610 6.3568
C 3.7031 0.5266 1.0498
C 2.8090 -0.1799 -2.9279
C 3.7247 -2.6226 -1.9216
C 0.0936 1.0192 3.9030
C 3.7611 -1.0343 5.1499
C 0.8754 -4.1081 -3.9741
C -3.7490 -4.9497 2.1715
C -3.2781 3.4615 -2.4405
C -0.3311 5.0525 2.0844
C -0.9655 2.1266 3.9065
C 3.3592 1.6885 0.3526
C -1.4727 0.2454 -3.3648
C 0.9199 4.6853 -0.3782
C 1.2483 5.7812 0.4082
C -4.6171 -3.1652 -4.0725
C 4.2383 2.2456 -0.5735
C -4.0789 3.2461 4.1111
C 0.2187 -5.0048 -1.4265
C 2.1810 -0.6770 -1.7028
C 5.2785 1.2848 5.3144
C -2.6375 1.9019 -4.8098
C -3.2968 -2.7017 -2.1008
C 3.8015 -0.8715 -3.5688
C -0.5142 -3.9563 -1.9892
C -4.5786 5.8016 3.1476
C -3.4047 3.6853 2.9675
C -4.9699 4.0812 4.7795
C 1.2518 -5.6097 -2.1364
C -5.6002 -2.2867 -3.6332
C -3.9406 -6.2233 1.6600
C -0.1518 -3.5034 -3.2591
C -0.6651 3.9412 1.3064
C 0.6185 5.9665 1.6387
C -3.5142 -6.5487 0.3725
C -2.6363 -4.3023 0.1482
C -3.1110 -3.9321 1.4267
C -0.0329 3.7708 0.0684
C -2.5573 2.1348 -2.3344
C 4.4868 1.0489 4.1956
C -3.4728 -3.3749 -3.3066
C -5.2137 5.3650 4.3041
C -2.8661 -5.5780 -0.3734
C 4.5530 -0.7994 6.2733
C 2.7064 -1.9744 -1.2988
C 1.5769 -5.1695 -3.4175
C 5.8237 0.4882 -0.1320
H -2.7179 -4.0697 -3.6529
H 5.9273 0.5463 7.2292
H 2.3956 2.1633 0.5024
H 4.4795 1.7715 3.3841
H -5.9001 6.0197 4.8299
H -1.1650 -0.0551 -4.3655
H -6.2115 -0.9489 -2.0595
H -0.5856 0.4301 -2.7621
H -2.5341 -5.8134 -1.3782
H -2.7451 4.1483 -3.1024
H -3.1056 1.0808 -5.3517
H -3.9231 2.2389 4.4851
H 5.8717 2.1909 5.3744
H -3.3237 3.8904 -1.4458
H -4.2948 3.3296 -2.8171
H -4.7766 6.7962 2.7623
H -4.4410 -6.9736 2.2673
H 0.8776 1.7912 2.0418
H 6.7800 0.0119 -0.3243
H -3.3411 2.7264 -4.7806
H -6.4949 -2.1300 -4.2275
H 2.3786 -5.6447 -3.9720
H 1.4027 4.5339 -1.3407
H -0.2831 2.9173 -0.5587
H -0.0121 -5.3391 -0.4223
H 0.4853 0.8832 4.9142
H 0.8740 6.8213 2.2547
H -4.7459 -3.6985 -5.0087
H 1.9518 2.0450 3.4018
H 4.2411 -0.4591 -4.4614
H 1.9950 6.4905 0.0674
H -0.5235 3.0894 4.1732
H 6.1513 2.0783 -1.5433
H -3.6880 -7.5369 -0.0395
H -4.1688 -1.3161 -0.7095
H -3.1909 5.3240 1.5851
H 3.9528 3.1457 -1.1114
H 4.0990 -3.5589 -1.5316
H -0.3859 0.0694 3.6421
H 1.1361 -3.7437 -4.9635
H -1.7512 2.2186 -5.3653
H 5.2251 -0.9805 1.3136
H 4.5782 -1.5238 7.0802
H -0.8116 5.2089 3.0443
H 1.8065 -6.4276 -1.6872
H -5.4730 3.7276 5.6727
H -1.7436 1.9016 4.6382
H -0.6696 -2.6535 -3.6931
H -2.0431 -0.5514 -2.9180
H -4.1011 -4.7021 3.1661
H 3.1762 -1.9480 5.0924
```

Atomic partial charges in e from the Löwdin method, atoms 1 to 4: Sb 1.50; Sb 1.56; Rb 0.58; As 1.22